Entry 1:
C22H18Cl2N4O4S2 | the ωB97M-V functional and the def2-TZVPD basis

XYZ file:
```
52
C22H18Cl2N4O4S2, DFT the ωB97M-V functional and the def2-TZVPD basis
Cl -4.21335 -4.37298 -2.40779
Cl -2.44741 0.74429 -2.37602
S -5.16263 -0.38698 -0.95850
S -3.58438 -0.04478 1.59807
O 2.08526 2.53227 3.41872
O 3.93727 1.48156 -2.69019
O 5.10185 1.74304 -0.09561
O -0.27840 -0.94863 4.65761
N -3.64519 -2.23898 0.26853
N -2.79021 -2.45860 1.24933
N 0.74399 1.48337 1.87467
N -1.77374 -1.53098 3.11347
C -2.16226 -0.96160 -2.33508
C 0.99407 1.44947 -0.53867
C -0.85434 -1.40624 -2.23390
C -0.60220 -2.76506 -2.19324
C -1.08086 0.84050 3.24854
C -4.14702 -1.05505 0.26000
C 3.74973 1.62205 -0.27308
C 2.94334 1.60080 0.85527
C -0.98483 -0.59289 3.74982
C 1.79891 1.44697 -1.66064
C 5.78872 2.09784 -1.27446
C -0.13030 1.74904 4.02446
C 3.17967 1.51820 -1.54573
C -2.94942 -3.20799 -2.35141
C -4.64935 -1.35449 -2.44880
C -1.64632 -3.66842 -2.25968
C -3.24383 -1.84235 -2.39027
C -0.60797 0.97714 1.78814
C 1.56204 1.51178 0.73422
C 5.30481 1.24123 -2.44369
C 1.05873 1.98235 3.10669
C -2.60590 -1.45040 2.03384
H 1.37209 1.39891 -2.65028
H 0.41285 -3.11872 -2.10686
H 5.46095 0.18063 -2.20178
H 6.84917 1.93672 -1.07638
H -0.60776 0.02456 1.24806
H -2.12086 1.15822 3.35486
H -1.57420 -2.48620 3.39794
H -0.04675 -0.69363 -2.18035
H -0.58023 2.71060 4.27105
H -1.45968 -4.72968 -2.22668
H -4.79075 -0.63976 -3.26068
H -0.07492 1.41365 -0.66780
H 5.61302 3.15732 -1.50650
H 3.41256 1.67938 1.82024
H -5.34768 -2.18165 -2.55282
H -1.25190 1.68348 1.24948
H 5.83414 1.48907 -3.36485
H 0.21147 1.28164 4.94873
```

Output
Frontier orbital gap (hartree): 0.30147
SMILES: O=C(Nc1nnc(SCc2c(Cl)cccc2Cl)s1)[C@H]1CC(=O)N(c2ccc3c(c2)OCCO3)C1
Total energy (Ha): -3085.91946

Atomic partial charges in e from the natural (NBO) method, atoms 1 to 4: 0.026, 0.009, 0.303, 0.328

***

Entry 2:
C22H18FN2O5S2SeW | the ωB97M-V functional and the def2-TZVPD basis

XYZ file:
```
52
C22H18FN2O5S2SeW, DFT the ωB97M-V functional and the def2-TZVPD basis
W 1.25466 -1.08115 -0.21656
Se 3.26588 -3.02420 0.47569
S 0.90029 1.36387 -0.65533
S -1.41404 2.80081 0.40183
F -0.51954 3.19595 5.09338
O 4.03137 -3.71689 -0.76380
O 1.22099 -1.53125 -2.16435
O 0.58688 -0.87589 1.61987
O 3.18254 -1.26898 0.09953
O 1.56421 -3.10968 0.15795
N -0.89163 -0.87541 -0.75175
N -1.55503 0.25436 -0.25754
C -0.23221 2.17886 4.23285
C 1.00296 2.14703 3.61991
C -3.13051 2.36756 0.77199
C -6.03110 2.57827 -2.40330
C -0.85178 -2.73110 -2.23111
C 1.28457 1.11688 2.73484
C -4.71090 2.26697 -2.69533
C -0.78139 1.28130 -0.20004
C -1.18935 1.21158 4.00421
C -0.89819 0.18401 3.11923
C -3.03054 -1.47991 -1.76569
C -3.76042 2.21385 -1.68582
C -1.53832 -3.85171 -2.71733
C -1.56292 -1.66846 -1.51274
C -4.11667 2.46668 -0.36521
C 0.51286 -2.57319 -2.56701
C 0.33289 0.13117 2.46746
C -6.39519 2.84137 -1.09074
C 0.43123 -4.63415 -3.82313
C 1.12912 -3.53520 -3.38206
C -5.44310 2.78567 -0.08319
C -0.91547 -4.80554 -3.49045
H -3.20581 -1.32406 -2.83146
H -3.41882 -0.63635 -1.20592
H -7.42028 3.09449 -0.84965
H -3.42901 3.03165 1.58433
H -1.62405 -0.58947 2.90175
H -6.76922 2.62239 -3.19430
H 2.18023 -3.40152 -3.59900
H -2.73219 1.97603 -1.92314
H -3.57096 -2.38261 -1.47752
H -5.73055 2.99468 0.94155
H -3.10143 1.35048 1.16655
H 1.72519 2.92571 3.82585
H 0.93662 -5.38180 -4.42282
H -2.58347 -3.97973 -2.46597
H -2.14452 1.27081 4.50971
H -1.45932 -5.67576 -3.83312
H 2.23821 1.07015 2.22597
H -4.41490 2.06644 -3.71763
```

Output
Energy above the lowest of the compared OMol25 structures with the same formula, charge and spin (kJ/mol): 0.00
Spin multiplicity: 3
Frontier orbital gap (spin up / spin down) (hartree): 0.24120 / 0.29373
Charge: -1
Total energy (Ha): -4699.77506

Atomic partial charges in e from the natural (NBO) method, atoms 1 to 4: 1.792, 1.879, -0.190, 0.310

***

Entry 3:
C22H18FNO2 | the ωB97M-V functional and the def2-TZVPD basis

XYZ file:
```
44
C22H18FNO2, DFT the ωB97M-V functional and the def2-TZVPD basis
F -3.02539 0.39637 -2.88645
O -2.15696 -0.60964 -0.58991
O -1.72521 0.35025 2.47920
N -0.00559 0.74160 1.07752
C 0.02885 2.98913 2.05199
C 1.67372 1.33434 2.69553
C 2.08140 0.00498 -2.48489
C 0.62778 3.90637 2.89914
C -3.36954 -1.73540 -3.81863
C 2.26726 2.26752 3.52994
C -2.50790 -1.49203 -1.55848
C -3.30378 -3.11482 -3.69753
C -2.44531 -2.87663 -1.46072
C 2.16787 -0.07306 2.54469
C 0.74084 0.48005 -0.10276
C -1.53387 -1.09975 0.57415
C -2.84161 -3.67497 -2.52252
C 2.85133 -0.28751 1.19065
C -1.12323 0.08505 1.46179
C -2.97297 -0.94721 -2.76160
C 2.69121 -0.24210 -1.27137
C 1.74726 3.54743 3.62973
C 2.04752 -0.00809 -0.05713
C 0.14651 0.78510 -1.32512
C 0.56117 1.71710 1.95257
C 0.80236 0.53520 -2.51315
H -3.72170 -1.26371 -4.72224
H -0.84706 3.24914 1.47834
H -2.23118 -1.71303 1.15948
H -3.61190 -3.74198 -4.51888
H -2.78648 -4.74806 -2.42061
H 0.21920 4.90154 2.98764
H 2.21448 4.26525 4.28746
H 3.13277 1.98769 4.11333
H 0.32064 0.76241 -3.45155
H -2.09435 -3.34071 -0.55293
H -0.84171 1.21635 -1.32930
H 3.69977 -0.63090 -1.25153
H -0.64362 -1.69212 0.31478
H 3.20510 -1.32218 1.14044
H 2.60832 -0.19979 -3.40466
H 1.32675 -0.76378 2.64963
H 2.88874 -0.29948 3.33260
H 3.73850 0.35407 1.15139
```

Output
Frontier orbital gap (hartree): 0.34836
SMILES: O=C(COc1ccccc1F)N1c2ccccc2CCc2ccccc21
Total energy (Ha): -1154.25781

Atomic partial charges in e from the natural (NBO) method, atoms 1 to 4: -0.320, -0.482, -0.586, -0.498

***

Entry 4:
C22H18N2O5S2 | the ωB97M-V functional and the def2-TZVPD basis

XYZ file:
```
49
C22H18N2O5S2, DFT the ωB97M-V functional and the def2-TZVPD basis
S 3.55394 -0.59668 -0.44991
S 1.64768 0.36783 1.64048
O 4.08250 -1.92979 -0.60213
O 1.06850 1.62234 1.21192
O 3.59496 0.36529 -1.52237
O -3.87360 -2.25084 2.49808
O 1.10871 -0.37152 2.75388
N 1.75432 2.08187 -3.52607
N -1.57813 1.08072 -3.37407
C -2.66624 0.22527 -3.38027
C -2.35941 -0.80287 1.25089
C -0.27470 -1.76564 0.44829
C -3.07052 2.95566 -3.39572
C -1.78610 2.44719 -3.38262
C -2.72321 -2.05480 1.80275
C 1.01054 -1.59874 -0.19204
C -1.85639 -3.16635 1.65368
C -0.29861 0.57154 -3.34497
C 3.86558 1.15816 3.17599
C -3.95036 0.72543 -3.39404
C 4.28245 0.15152 1.02119
C -1.14900 -0.67352 0.59708
C 5.65831 0.25287 1.21117
C 3.40231 0.61336 1.98108
C 6.13588 0.80835 2.39881
C -0.67068 -3.01763 0.96738
C 0.79171 1.41124 -3.42945
C 5.24252 1.25613 3.38104
C -4.17516 2.10685 -3.39989
C 1.90589 -0.67181 0.21468
C -4.74352 -1.10730 2.66104
H -4.77145 0.01206 -3.39991
H 0.01387 -3.85817 0.85263
H 7.21090 0.88649 2.55437
H -2.15033 -4.11551 2.09563
H -5.18426 2.50961 -3.40818
H -3.00681 0.06999 1.35619
H -0.15836 -0.50630 -3.36737
H -5.07369 -0.71186 1.68945
H 3.14447 1.48359 3.92159
H -4.24679 -0.31035 3.23308
H -0.90491 3.08609 -3.37925
H -5.58784 -1.50983 3.21658
H 6.32303 -0.10740 0.43031
H 1.30956 -2.29928 -0.96882
H -0.89128 0.29019 0.16447
H -2.40971 -0.83292 -3.37839
H -3.16062 4.03932 -3.40139
H 5.61410 1.68016 4.31318
```

Output
Energy above the lowest of the compared OMol25 structures with the same formula, charge and spin (kJ/mol): 496.95
Frontier orbital gap (hartree): 0.25198
Total energy (Ha): -2131.07431

Atomic partial charges in e from the natural (NBO) method, atoms 1 to 4: 2.167, 2.173, -0.908, -0.902

***

Going through the records in order, we get max |F| values of 1.8 0.2 0.8 2.9 eV/A.